{"formula": "C23H55FN9O11P2", "method": "ωB97M-V/def2-TZVPD", "homo_energy_ev": -4.49, "total_charge": -1, "lumo_energy_ev": 1.9, "elements": ["N", "P", "C", "O", "C", "O", "O", "N", "F", "P", "O", "H", "H", "H", "H", "H", "H", "C", "C", "O", "N", "C", "H", "H", "H", "H", "H", "H", "H", "C", "C", "O", "N", "C", "H", "H", "H", "H", "H", "H", "H", "C", "C", "O", "N", "C", "H", "H", "H", "H", "H", "H", "H", "C", "C", "O", "N", "C", "H", "H", "H", "H", "H", "H", "H", "C", "C", "O", "N", "C", "H", "H", "H", "H", "H", "H", "H", "C", "C", "O", "N", "C", "H", "H", "H", "H", "H", "H", "H", "C", "C", "O", "N", "C", "H", "H", "H", "H", "H", "H", "H"], "positions_angstrom": [[1.046, -2.967, 4.524], [-0.516, -3.336, 4.446], [-1.639, -1.976, 3.712], [-2.146, -2.490, 2.435], [-0.909, -0.582, 3.374], [-1.470, 0.143, 2.470], [0.213, -0.089, 3.988], [-2.861, -1.671, 4.526], [-2.557, -1.371, 5.828], [-4.091, -2.920, 4.382], [-3.635, -4.338, 4.793], [1.584, -3.640, 3.937], [-0.619, -4.539, 3.652], [-1.055, -3.687, 5.753], [-1.749, -3.368, 2.245], [-4.629, -3.034, 3.044], [-5.223, -2.557, 5.216], [2.098, 0.307, 1.762], [2.044, -0.307, 0.389], [1.497, -1.385, 0.175], [2.628, 0.369, -0.640], [3.316, 1.640, -0.601], [1.590, -0.347, 2.474], [3.137, 0.423, 2.079], [1.589, 1.273, 1.761], [2.549, -0.107, -1.527], [2.801, 2.327, -1.275], [4.336, 1.488, -0.960], [3.342, 2.065, 0.401], [5.140, -1.242, -5.530], [4.666, -1.484, -4.124], [5.417, -1.386, -3.158], [3.364, -1.820, -3.935], [2.327, -1.986, -4.930], [6.200, -0.984, -5.515], [5.014, -2.147, -6.129], [4.589, -0.411, -5.976], [3.123, -1.966, -2.963], [1.520, -1.286, -4.704], [1.943, -3.006, -4.857], [2.691, -1.807, -5.940], [1.223, 3.489, -3.964], [2.488, 4.198, -3.566], [3.496, 3.587, -3.235], [2.493, 5.559, -3.578], [1.416, 6.457, -3.932], [1.379, 2.411, -3.904], [0.410, 3.758, -3.286], [0.958, 3.742, -4.993], [3.378, 5.959, -3.298], [1.749, 7.080, -4.766], [1.206, 7.097, -3.072], [0.511, 5.923, -4.216], [-5.039, -5.934, 7.025], [-6.138, -6.537, 7.857], [-7.026, -7.223, 7.365], [-6.129, -6.303, 9.199], [-5.180, -5.529, 9.968], [-5.182, -6.210, 5.980], [-5.064, -4.846, 7.100], [-4.068, -6.315, 7.351], [-6.898, -6.741, 9.687], [-4.733, -6.183, 10.721], [-5.721, -4.725, 10.472], [-4.395, -5.103, 9.346], [-3.860, 4.867, -3.871], [-2.595, 5.574, -3.474], [-1.580, 4.965, -3.154], [-2.594, 6.935, -3.474], [-3.676, 7.832, -3.813], [-3.703, 3.789, -3.821], [-4.666, 5.130, -3.184], [-4.131, 5.130, -4.896], [-1.709, 7.335, -3.196], [-3.350, 8.463, -4.643], [-3.882, 8.463, -2.946], [-4.580, 7.298, -4.097], [-3.103, 3.579, -0.015], [-3.708, 4.956, -0.034], [-4.519, 5.300, -0.890], [-3.333, 5.834, 0.934], [-2.401, 5.626, 2.022], [-3.500, 2.999, -0.848], [-2.019, 3.643, -0.125], [-3.360, 3.068, 0.915], [-3.782, 6.735, 0.853], [-2.930, 5.792, 2.963], [-1.599, 6.362, 1.931], [-1.976, 4.624, 2.016], [6.143, -6.958, -3.798], [5.559, -5.573, -3.860], [4.770, -5.239, -4.738], [5.927, -4.679, -2.905], [6.835, -4.873, -1.796], [5.753, -7.551, -4.626], [7.231, -6.912, -3.889], [5.861, -7.444, -2.861], [5.492, -3.772, -3.016], [6.290, -4.677, -0.870], [7.648, -4.149, -1.889], [7.246, -5.880, -1.770]]}